DFT (ωB97M-V/def2-TZVPD) results for C7H10I3P as an isolated structure at a distorted geometry.

Geometry as ORCA input:
```
! RIJCOSX wB97M-V def2-TZVPD def2/J DEFGRID3
* xyz 0 1
C 0.768 -0.186 -0.147
C -0.287 0.243 -0.789
C 0.979 0.347 1.261
C -1.280 1.049 -0.138
C -0.222 0.099 2.066
C 1.675 -1.240 -0.763
C -0.509 -0.123 -2.217
P -1.912 0.299 1.461
I 0.151 -0.806 3.916
I -0.676 2.881 3.076
I -2.285 -1.963 0.533
H 1.956 -0.070 1.598
H 0.847 1.434 1.294
H -0.875 2.051 0.292
H -2.107 1.215 -0.775
H 1.560 -1.264 -1.791
H 1.279 -2.271 -0.478
H 2.672 -1.157 -0.459
H 0.444 -0.215 -2.833
H -1.028 0.791 -2.750
H -1.149 -1.114 -2.358
*
```

Values from the calculation:
HOMO (spin up / spin down) = -8.632 / -8.393 eV
energy above the lowest of the compared OMol25 structures with the same formula, charge and spin = 0.000 eV
largest force on an atom = 3.45 eV/Å
lowest unoccupied orbital energy (spin up / spin down) = -2.26 / -2.49 eV
gap between HOMO and LUMO (spin up / spin down) = 6.374 / 5.907 eV